Density functional theory data (the ωB97M-V functional and the def2-TZVPD basis) for 2 unconnected molecules or ions with the total composition C5H10O.

Structure (XYZ):
```
16
Properties=species:S:1:pos:R:3:forces:R:3
C 0.164 -1.518 -1.069 0.097 0.010 -0.016
C 0.344 -0.220 -0.392 0.374 0.137 0.162
C 1.107 0.780 -0.070 -0.040 -0.126 -0.219
C -0.138 0.613 0.755 -0.130 0.006 0.219
C 0.009 0.040 2.145 0.036 -0.055 0.135
H 0.823 -1.586 -1.937 -0.067 -0.079 0.085
H -0.866 -1.704 -1.387 0.171 0.138 0.121
H 0.456 -2.281 -0.339 -0.095 -0.113 -0.189
H 2.065 1.273 -0.157 -0.199 -0.008 -0.004
H -0.998 1.293 0.633 0.338 -0.169 -0.080
H 0.225 0.824 2.878 -0.082 -0.104 0.008
H -0.878 -0.515 2.468 0.073 0.109 0.008
H 0.860 -0.650 2.125 -0.127 0.041 0.205
O -1.087 1.104 -2.274 -0.123 0.354 0.091
H -0.300 1.343 -1.759 -0.089 -0.116 -0.345
H -1.786 1.204 -1.619 -0.136 -0.026 -0.182
```
Positions in Å, forces in eV/Å.

Results
* 2S+1: 1
* net charge: 0
* M: 86.134 g/mol
* energy above the lowest of the compared OMol25 structures with the same formula, charge and spin: 255.16 kJ/mol
* HOMO-LUMO gap: 10.2973 eV